The following is a DFT calculation (ωB97M-V/def2-TZVPD) of a 2-piece molecular cluster, C11H26N4OPS overall.

Output
Net charge: +1
LUMO energy in eV: -3.04
Frontier orbital gap in Eh: 0.3643
HOMO in eV: -12.9508
Total energy in Ha: -1468.39336

XYZ file:
```
44
C11H26N4OPS, DFT ωB97M-V/def2-TZVPD
C 1.64 -2.80 1.22
C 1.97 -1.95 0.00
N 1.98 -0.50 0.35
P 1.62 0.56 -0.87
C 2.35 2.14 -0.50
C 2.01 2.59 0.93
C -0.16 0.76 -0.99
C -1.05 -0.44 -0.61
C -1.64 -1.20 -1.82
C -3.04 -0.66 -2.22
C -1.67 -2.70 -1.56
N 2.32 0.00 -2.30
C 1.74 -0.02 -3.37
S 1.08 -0.07 -4.76
H 1.31 -3.78 0.91
H 0.85 -2.32 1.81
H 2.52 -2.93 1.86
H 2.94 -2.23 -0.42
H 1.21 -2.12 -0.77
H 2.90 -0.26 0.72
H 1.86 2.83 -1.21
H 3.41 2.13 -0.73
H 2.37 3.61 1.06
H 0.93 2.58 1.06
H 2.48 1.96 1.68
H -0.36 1.58 -0.29
H -0.40 1.14 -1.99
H -1.86 -0.02 -0.02
H -0.53 -1.12 0.06
H -0.97 -1.02 -2.67
H -3.02 -0.21 -3.21
H -3.42 0.07 -1.51
H -3.75 -1.49 -2.28
H -2.16 -3.22 -2.39
H -2.25 -2.92 -0.66
H -0.67 -3.13 -1.45
C -1.43 2.03 2.89
O -1.14 2.39 1.76
N -2.32 1.02 3.13
N -0.90 2.62 3.99
H -2.59 0.74 4.05
H -2.77 0.60 2.34
H -0.27 3.39 3.85
H -1.14 2.36 4.93
```

Atom charges from the Löwdin analysis, given in e for atoms 1 to 5:
1 C -0.078
2 C -0.282
3 N -0.118
4 P 0.857
5 C -0.288